# 1
The following is a DFT calculation (ωB97M-V/def2-TZVPD) of 7 unconnected molecules or ions with the total composition C29H68BrF3O30P6S2 in a non-equilibrium geometry.

Calculated values
gap between HOMO and LUMO	8.2	eV
SMILES	O=C(Br)C[C@H]1[C@@H](COO)[C@@H](S)OS(=O)(=O)[C@@H]1CCC(F)=C(F)F.COP(=O)(OC)OC.COP(=O)(OC)OC.COP(=O)(OC)OC.COP(=O)(OC)OC.COP(=O)(OC)OC.COP(=O)(OC)OC
charge	0
highest occupied orbital energy	-9.768	eV
lowest unoccupied orbital energy	-1.579	eV

Geometry as XYZ:
```
139
C29H68BrF3O30P6S2 | OMol25 | ωB97M-V/def2-TZVPD
O 0.307 -1.390 1.901
C -0.634 -0.687 1.790
Br -2.173 -0.890 2.992
C -0.813 0.439 0.815
C 0.216 0.426 -0.334
C 0.174 -0.879 -1.145
C -1.226 -1.424 -1.406
O -1.115 -2.730 -1.989
O -0.886 -3.662 -0.942
C 1.003 -0.659 -2.414
S 1.745 -2.142 -3.117
O 0.130 0.008 -3.364
S 0.134 1.564 -2.980
O -1.019 2.134 -3.608
O 1.379 2.137 -3.385
C -0.141 1.694 -1.197
C 0.384 3.001 -0.597
C 1.849 3.421 -0.824
C 2.911 2.392 -0.586
F 3.545 1.858 -1.647
C 3.313 1.969 0.601
F 4.184 0.994 0.773
F 2.835 2.438 1.743
H -1.819 0.409 0.395
H -0.768 1.374 1.383
H 1.189 0.510 0.148
H 0.694 -1.645 -0.568
H -1.804 -1.554 -0.490
H -1.798 -0.856 -2.139
H -1.774 -3.885 -0.622
H 1.832 0.001 -2.148
H 3.031 -1.916 -2.812
H -1.229 1.741 -1.128
H 0.196 3.012 0.478
H -0.238 3.805 -0.998
H 2.012 3.834 -1.817
H 2.046 4.241 -0.128
C 0.789 2.787 4.329
O -0.045 3.483 3.374
P -1.648 3.782 3.709
O -2.170 3.616 2.324
O -1.324 5.317 4.139
C -0.522 6.124 3.279
O -2.993 3.910 4.609
C -4.192 3.280 4.130
H 1.775 2.691 3.886
H 0.871 3.340 5.267
H 0.392 1.789 4.524
H -0.631 5.824 2.237
H 0.527 6.066 3.572
H -0.864 7.151 3.394
H -4.027 2.237 3.867
H -4.567 3.826 3.268
H -4.914 3.335 4.942
C -1.834 5.314 7.695
O -0.881 5.661 8.722
P -0.174 7.136 8.682
O 1.203 6.881 9.147
O -1.153 7.828 9.757
C -1.253 7.246 11.054
O -0.167 8.452 7.767
C 1.066 8.822 7.130
H -2.182 4.302 7.885
H -2.689 5.994 7.717
H -1.365 5.349 6.711
H -0.330 6.740 11.337
H -2.085 6.541 11.087
H -1.447 8.053 11.757
H 1.502 7.990 6.581
H 1.768 9.185 7.875
H 0.826 9.624 6.435
C 2.431 -9.350 -5.216
O 1.847 -8.340 -6.067
P 1.563 -6.822 -5.456
O 0.302 -6.493 -6.164
O 2.921 -6.227 -6.114
C 3.162 -6.439 -7.501
O 1.692 -5.708 -4.289
C 0.492 -5.082 -3.807
H 2.521 -10.260 -5.803
H 3.423 -9.047 -4.873
H 1.791 -9.549 -4.356
H 2.229 -6.520 -8.059
H 3.759 -7.340 -7.650
H 3.723 -5.580 -7.864
H -0.260 -5.817 -3.528
H 0.098 -4.410 -4.565
H 0.766 -4.513 -2.929
C 4.287 -7.296 0.301
O 5.552 -7.515 -0.354
P 5.814 -8.925 -1.144
O 7.240 -9.211 -0.895
O 5.464 -8.365 -2.612
C 6.202 -7.248 -3.110
O 5.059 -10.308 -1.438
C 5.644 -11.515 -0.922
H 4.324 -6.315 0.767
H 3.467 -7.315 -0.421
H 4.115 -8.046 1.074
H 7.208 -7.216 -2.692
H 5.670 -6.326 -2.874
H 6.265 -7.349 -4.191
H 5.867 -11.435 0.139
H 6.550 -11.746 -1.476
H 4.912 -12.304 -1.077
C -9.628 0.255 5.613
O -8.854 -0.910 5.257
P -7.797 -0.863 3.949
O -8.106 -2.283 3.566
O -6.440 -0.707 4.800
C -6.253 -1.555 5.934
O -7.046 -0.409 2.556
C -7.402 -1.076 1.343
H -10.240 -0.008 6.471
H -8.979 1.092 5.885
H -10.283 0.549 4.792
H -6.766 -2.509 5.818
H -6.606 -1.054 6.836
H -5.184 -1.738 6.029
H -8.477 -1.082 1.181
H -7.025 -2.094 1.363
H -6.921 -0.519 0.540
C -0.185 6.204 -8.162
O 1.179 5.741 -8.177
P 1.481 4.144 -7.948
O 2.735 4.133 -7.171
O 1.637 3.780 -9.512
C 2.619 4.476 -10.273
O 0.669 2.802 -7.659
C 0.915 2.110 -6.416
H -0.169 7.279 -8.320
H -0.763 5.735 -8.963
H -0.655 5.996 -7.200
H 3.459 4.785 -9.651
H 2.175 5.349 -10.753
H 2.976 3.794 -11.043
H 0.838 2.781 -5.572
H 1.899 1.648 -6.445
H 0.162 1.331 -6.329
```

***

# 2
The following is a DFT calculation (ωB97M-V/def2-TZVPD) of 8 unconnected molecules or ions with the total composition C29H71O26P5 in a non-equilibrium geometry.

Calculated values
gap between HOMO and LUMO	8.4	eV
SMILES	COP(=O)(OC)OC.COP(=O)(OC)OC.COP(=O)(OC)OC.COP(=O)(OC)OC.COP(=O)(OC)OC.Oc1ccc(O)cc1.COCCOC.COCCOC
charge	0
highest occupied orbital energy	-7.932	eV
lowest unoccupied orbital energy	0.427	eV
relative energy (zero: lowest compared OMol25 entry of this formula, charge and spin)	0.00	kJ/mol

Geometry as XYZ:
```
131
C29H71O26P5 | OMol25 | ωB97M-V/def2-TZVPD
C -1.340 2.170 -7.485
C -2.613 2.636 -7.817
C -3.734 2.158 -7.166
C -3.615 1.252 -6.152
C -2.336 0.801 -5.745
C -1.197 1.267 -6.388
O 0.008 0.915 -5.935
O -4.906 2.588 -7.603
H -0.471 2.466 -8.055
H -2.734 3.366 -8.604
H -4.427 0.778 -5.621
H -2.168 0.029 -5.009
H 0.077 0.551 -5.049
H -4.661 3.348 -8.136
C 5.258 6.960 -2.454
O 5.833 8.210 -2.145
P 6.045 8.819 -0.656
O 6.974 8.000 0.165
O 6.601 10.275 -0.936
C 6.928 11.179 0.111
O 4.536 9.245 -0.033
C 3.663 10.084 -0.807
H 5.350 6.363 -1.546
H 5.793 6.575 -3.322
H 4.220 7.145 -2.730
H 7.037 10.581 1.016
H 6.164 11.936 0.283
H 7.882 11.697 0.012
H 3.458 10.995 -0.245
H 2.787 9.453 -0.955
H 4.028 10.315 -1.808
C -9.782 -0.809 2.780
O -9.977 -2.131 3.284
P -11.261 -2.367 4.232
O -11.557 -1.258 5.187
O -12.458 -2.639 3.120
C -13.410 -1.597 2.705
O -11.139 -3.905 4.870
C -12.192 -4.413 5.623
H -8.756 -0.450 2.861
H -10.493 -0.173 3.307
H -9.982 -0.658 1.719
H -12.812 -0.812 2.242
H -13.838 -1.088 3.569
H -14.179 -2.006 2.051
H -12.274 -4.038 6.643
H -11.978 -5.478 5.710
H -13.153 -4.413 5.109
C -6.652 10.115 -0.529
O -7.481 9.047 -0.035
P -7.190 8.624 1.504
O -7.703 7.316 1.940
O -5.571 8.698 1.643
C -4.972 8.584 2.932
O -7.600 9.884 2.405
C -8.905 10.126 2.787
H -6.664 10.338 -1.596
H -5.581 9.949 -0.409
H -6.845 11.070 -0.040
H -4.455 7.640 3.105
H -5.739 8.603 3.706
H -4.267 9.415 2.960
H -8.948 9.754 3.810
H -9.641 9.586 2.190
H -9.030 11.200 2.649
C 6.229 -10.366 -9.237
O 5.129 -9.808 -8.520
P 4.973 -9.804 -6.923
O 5.268 -11.054 -6.200
O 3.496 -9.169 -6.672
C 3.153 -7.958 -7.219
O 5.894 -8.579 -6.510
C 7.246 -8.787 -6.104
H 6.548 -9.687 -10.028
H 5.895 -11.277 -9.733
H 7.124 -10.478 -8.625
H 2.732 -8.265 -8.177
H 3.915 -7.212 -7.443
H 2.409 -7.446 -6.609
H 7.925 -8.654 -6.946
H 7.389 -9.741 -5.597
H 7.427 -7.980 -5.393
C 6.736 -10.041 0.427
O 7.610 -11.193 0.544
P 9.122 -11.055 1.073
O 9.242 -10.876 2.567
O 9.726 -9.845 0.220
C 11.123 -9.596 0.295
O 9.780 -12.463 0.552
C 9.391 -12.998 -0.739
H 7.181 -9.065 0.619
H 5.901 -10.191 1.111
H 6.254 -10.030 -0.550
H 11.709 -9.928 1.152
H 11.272 -8.516 0.266
H 11.596 -9.980 -0.608
H 9.241 -14.077 -0.698
H 10.112 -12.996 -1.557
H 8.522 -12.508 -1.178
C 0.373 1.275 0.463
O 0.722 -0.029 0.192
C 1.714 -0.573 1.132
C 1.920 -2.006 0.668
O 2.437 -2.114 -0.645
C 3.798 -1.730 -0.825
H 1.153 2.028 0.573
H -0.309 1.320 1.312
H -0.206 1.628 -0.391
H 1.223 -0.590 2.105
H 2.582 0.070 1.279
H 0.952 -2.505 0.618
H 2.609 -2.502 1.352
H 3.754 -0.643 -0.754
H 4.040 -2.002 -1.853
H 4.486 -2.185 -0.113
C -3.923 3.592 8.349
O -2.559 3.507 8.646
C -2.073 2.204 8.572
C -0.514 2.270 8.662
O 0.039 3.191 7.711
C 1.339 3.755 8.030
H -4.251 4.606 8.578
H -4.503 2.858 8.908
H -4.046 3.519 7.268
H -2.295 1.826 7.574
H -2.387 1.515 9.356
H -0.082 1.282 8.501
H -0.269 2.543 9.688
H 1.244 4.813 8.275
H 1.974 3.621 7.155
H 1.834 3.208 8.832
```

***

# 3
The following is a DFT calculation (ωB97M-V/def2-TZVPD) of a molecular structure, C29H72CuF8N2O35S13 in a non-equilibrium geometry.

Calculated values
multiplicity	3
gap between HOMO and LUMO (spin up / spin down)	3.9 / 1.9	eV
charge	-1
<S²>	2.016
highest occupied orbital energy (spin up / spin down)	-2.295 / -5.764	eV
lowest unoccupied orbital energy (spin up / spin down)	1.653 / -3.906	eV

Geometry as XYZ:
```
160
C29H72CuF8N2O35S13 | OMol25 | ωB97M-V/def2-TZVPD
Cu -21.827 14.882 -16.060
N -20.274 13.532 -15.544
S -20.058 12.064 -15.690
O -20.362 11.204 -14.553
O -19.187 11.523 -16.720
F -21.412 11.851 -16.504
S -18.819 13.615 -14.710
O -17.578 13.654 -15.479
O -18.774 13.186 -13.313
F -18.869 15.204 -14.470
C -16.259 16.033 -12.864
F -16.862 15.333 -11.942
F -15.774 15.254 -13.921
F -17.051 17.065 -13.320
S -14.783 16.967 -12.029
O -14.076 17.705 -13.080
O -15.367 17.824 -11.000
N -14.024 15.548 -11.371
S -12.787 16.081 -10.738
O -11.919 16.854 -11.620
O -13.030 16.699 -9.386
C -11.799 14.578 -10.237
F -10.875 14.965 -9.361
F -12.521 13.685 -9.645
F -11.180 14.001 -11.319
O -19.798 12.706 -19.373
S -20.741 13.774 -19.384
O -21.588 14.082 -18.184
O -20.038 15.204 -19.729
C -19.043 15.306 -20.765
C -18.045 16.334 -20.401
C -21.737 13.501 -20.914
H -19.566 15.632 -21.664
H -18.568 14.346 -20.964
H -17.447 16.029 -19.542
H -18.504 17.314 -20.270
H -17.318 16.610 -21.165
H -21.242 13.159 -21.823
H -22.275 14.397 -21.224
H -22.478 12.733 -20.697
O -16.081 12.156 -7.996
S -17.093 12.563 -9.000
O -18.293 11.731 -9.290
O -17.470 14.157 -8.886
C -16.402 15.090 -8.581
C -16.852 16.488 -8.880
C -16.161 12.601 -10.626
H -15.606 14.920 -9.306
H -16.080 15.006 -7.543
H -17.688 16.755 -8.233
H -17.165 16.574 -9.920
H -16.072 17.247 -8.821
H -16.056 11.553 -10.906
H -15.128 12.913 -10.479
H -16.730 13.089 -11.417
O -15.607 9.214 -11.710
S -16.616 8.549 -12.583
O -16.187 7.457 -13.476
O -17.975 8.121 -11.709
C -17.842 7.467 -10.495
C -18.233 8.407 -9.374
C -17.386 9.889 -13.625
H -16.867 7.055 -10.238
H -18.538 6.629 -10.463
H -17.737 9.372 -9.479
H -17.951 7.947 -8.427
H -19.306 8.594 -9.430
H -18.254 9.389 -14.054
H -16.630 10.272 -14.311
H -17.763 10.701 -13.003
O -24.946 5.139 -12.161
S -24.530 6.233 -13.031
O -25.281 7.473 -13.255
O -22.981 6.640 -12.444
C -22.293 7.652 -13.189
C -20.919 7.867 -12.637
C -23.972 5.577 -14.647
H -22.934 8.520 -13.344
H -22.212 7.294 -14.215
H -20.538 8.754 -13.142
H -20.137 7.130 -12.821
H -20.743 8.076 -11.582
H -23.696 6.399 -15.308
H -24.743 4.965 -15.115
H -23.051 5.008 -14.521
O -23.047 13.439 -14.669
S -24.174 12.661 -14.136
O -25.031 13.167 -13.071
O -25.217 12.278 -15.411
C -26.446 11.698 -15.068
C -27.361 11.529 -16.298
C -23.534 11.008 -13.797
H -26.989 12.218 -14.279
H -26.263 10.681 -14.723
H -27.037 10.970 -17.176
H -27.529 12.513 -16.737
H -28.312 11.114 -15.966
H -22.684 11.195 -13.141
H -23.018 10.616 -14.674
H -24.243 10.357 -13.286
O -13.818 12.796 -19.085
S -15.209 12.601 -19.390
O -15.838 13.060 -20.587
O -15.649 11.048 -19.149
C -14.885 10.236 -18.208
C -16.003 9.553 -17.378
C -16.233 13.380 -18.027
H -14.158 10.774 -17.599
H -14.411 9.536 -18.896
H -16.556 10.196 -16.693
H -15.698 8.755 -16.701
H -16.738 9.108 -18.048
H -16.037 14.451 -18.077
H -15.853 12.890 -17.130
H -17.295 13.140 -18.068
O -19.743 8.204 -15.973
S -20.748 7.745 -16.897
O -21.225 6.346 -16.912
O -22.108 8.642 -16.789
C -23.200 8.309 -17.615
C -23.865 9.611 -18.048
C -20.244 8.254 -18.544
H -23.872 7.730 -16.983
H -23.031 7.718 -18.515
H -24.896 9.381 -18.315
H -23.355 10.081 -18.889
H -23.952 10.402 -17.302
H -21.092 8.176 -19.225
H -19.426 7.591 -18.826
H -20.046 9.325 -18.509
O -19.966 18.234 -18.338
S -19.914 17.711 -16.979
O -20.505 16.422 -16.633
O -18.331 17.691 -16.477
C -17.501 18.766 -16.887
C -16.327 18.837 -15.872
C -20.443 18.964 -15.727
H -17.892 19.768 -17.067
H -17.151 18.385 -17.847
H -15.816 17.874 -15.885
H -16.684 19.058 -14.866
H -15.587 19.581 -16.164
H -20.027 19.947 -15.949
H -20.103 18.549 -14.778
H -21.530 18.999 -15.662
O -21.913 18.183 -12.927
S -22.404 16.821 -12.904
O -22.310 16.033 -14.168
O -21.585 16.046 -11.644
C -21.380 14.678 -11.706
C -20.242 14.401 -10.703
C -24.105 16.674 -12.330
H -20.977 14.387 -12.676
H -22.325 14.188 -11.469
H -19.331 14.844 -11.104
H -19.971 13.346 -10.752
H -20.492 14.593 -9.659
H -24.404 15.627 -12.389
H -24.626 17.391 -12.964
H -24.059 17.026 -11.300
```